*w*
Formula: BH24O10
Source: the Open Molecules 2025 dataset
Level of theory: ωB97M-V with the def2-TZVPD basis set

```
35
Properties=species:S:1:pos:R:3:nbo_charge:R:1
B 0.0769 -0.1340 0.3347 -0.79
H -0.6252 -0.8724 -0.2899 -0.07
H 0.4590 0.7913 -0.3251 -0.05
H -0.5153 0.2383 1.3063 -0.03
H 0.9946 -0.7620 0.7636 0.01
O 0.7023 -3.8622 2.5492 -0.99
H 1.5709 -3.5250 2.7818 0.46
H 0.6168 -3.6688 1.5947 0.50
O -1.6526 2.4147 0.8871 -0.98
H -1.5176 2.9104 0.0742 0.46
H -1.2702 1.5237 0.7101 0.51
O 1.5577 0.2894 -2.8988 -0.94
H 0.6998 -0.0262 -3.1988 0.46
H 1.3890 0.6144 -2.0073 0.48
O 3.2091 0.6359 0.1402 -1.00
H 2.3309 0.2558 0.2989 0.49
H 3.0131 1.4860 -0.2875 0.48
O -3.3939 -1.7782 -1.2681 -0.99
H -2.9256 -0.9552 -1.4773 0.49
H -3.1876 -1.9468 -0.3403 0.49
O -2.3199 -1.9016 1.3472 -1.00
H -1.7136 -1.2801 0.9036 0.51
H -1.8413 -2.1790 2.1341 0.49
O -2.0348 0.6441 -1.9116 -0.97
H -1.2810 0.5158 -1.3131 0.51
H -2.1737 1.5938 -1.9405 0.47
O 0.3297 -3.1720 -0.1162 -0.99
H -0.3199 -3.6416 -0.6466 0.48
H 0.0744 -2.2263 -0.1809 0.52
O 1.1793 2.9941 1.3799 -0.99
H 0.2423 2.7806 1.5299 0.50
H 1.6345 2.6972 2.1722 0.48
O 2.3555 2.9507 -1.2014 -0.96
H 2.7024 3.8063 -0.9345 0.47
H 1.6342 2.7889 -0.5697 0.50
```

Results
* lowest unoccupied orbital energy: 2.67 eV
* total charge: -1
* HOMO: -7.47 eV
* orbital gap: 10.14 eV

*x*
Formula: BH24O10
Source: the Open Molecules 2025 dataset
Level of theory: ωB97M-V with the def2-TZVPD basis set

```
35
Properties=species:S:1:pos:R:3:nbo_charge:R:1
B 0.2317 0.1261 0.4265 -0.78
H 0.4549 0.9775 -0.1976 0.01
H -0.5086 0.4634 1.1353 0.04
H -0.2173 -0.6800 -0.1329 0.00
H 1.1137 -0.2050 0.9526 0.03
O 1.8307 1.0252 -2.4064 -1.03
H 1.0254 1.5389 -2.3439 0.48
H 1.6040 0.1765 -2.0263 0.45
O 1.0347 -0.9603 -1.6787 -0.93
H 1.6321 -1.6762 -1.4622 0.48
H 0.8657 -0.5273 -0.8419 0.51
O -0.3181 -1.2830 2.1416 -0.96
H 0.0316 -0.7136 1.4563 0.47
H -1.2075 -1.4878 1.8528 0.44
O -1.3343 2.0954 2.0452 -0.93
H -0.5882 2.6417 2.2925 0.47
H -1.0553 1.2024 2.2475 0.47
O -2.8584 0.0863 0.9041 -0.94
H -2.8648 -0.7681 1.3356 0.44
H -1.9320 0.2684 0.7461 0.49
O -2.0986 -0.1414 -1.6946 -0.96
H -1.6363 -0.9523 -1.4826 0.44
H -3.0081 -0.3127 -1.4500 0.46
O 1.9935 1.2532 1.6313 -0.94
H 1.4498 0.8889 0.9328 0.45
H 2.3621 0.4879 2.0724 0.46
O -1.1812 -1.9316 -1.1930 -0.91
H -0.9215 -2.8144 -1.4563 0.48
H -0.3547 -1.4757 -1.0338 0.50
O -0.5679 1.5628 -1.3454 -1.00
H -1.3346 0.9911 -1.3834 0.47
H -0.0035 1.1637 -0.6832 0.38
O 3.1423 -0.3654 0.0527 -0.94
H 2.6289 -1.0668 0.4536 0.44
H 2.5901 0.4123 0.1332 0.48
```

Results
* lowest unoccupied orbital energy: 2.60 eV
* total charge: -1
* HOMO: -5.90 eV
* orbital gap: 8.50 eV

*y*
Formula: BH24O10
Source: the Open Molecules 2025 dataset
Level of theory: ωB97M-V with the def2-TZVPD basis set

```
35
Properties=species:S:1:pos:R:3:nbo_charge:R:1
B 0.2812 0.0145 0.5424 -0.73
H 0.9012 -0.5635 1.4934 -0.10
H 0.1902 -0.6365 -0.4986 -0.08
H -0.7398 0.3435 0.9584 -0.01
H 0.7812 1.0385 0.2504 -0.06
O 2.9982 -2.3265 -0.1586 -1.00
H 3.8732 -1.9975 0.3294 0.48
H 2.0922 -2.1895 0.4084 0.52
O -2.3888 -1.8115 -1.0296 -0.98
H -2.8158 -2.5805 -0.4096 0.48
H -1.4098 -1.7035 -0.9096 0.50
O 0.8532 -2.6615 -2.2966 -0.92
H 0.0882 -3.3205 -2.3616 0.46
H 0.6352 -2.1155 -1.6746 0.46
O 2.8022 -0.0375 -1.4296 -1.01
H 2.1702 0.1485 -0.7476 0.51
H 3.1322 -0.9055 -1.4676 0.50
O 0.6352 1.4225 -2.8676 -0.97
H 1.4212 1.1335 -2.2626 0.51
H 0.7932 2.2695 -3.2636 0.45
O -2.7878 2.6495 1.4644 -0.98
H -3.1878 3.2825 0.9264 0.48
H -1.8238 2.5695 1.5004 0.50
O 1.3302 2.0795 3.2164 -0.95
H 0.6292 1.7115 2.7304 0.48
H 2.1032 1.5775 2.6544 0.47
O -0.8308 3.2925 -1.0796 -0.94
H -0.2948 3.8515 -1.6136 0.45
H -0.1658 2.6875 -0.6986 0.49
O -0.3238 -2.9025 2.4654 -0.98
H 0.0612 -3.3095 3.2494 0.47
H 0.1522 -2.1955 2.0784 0.50
O -3.9638 0.4505 -0.1076 -0.95
H -3.7958 0.9155 0.7284 0.48
H -3.3948 -0.1805 -0.1196 0.46
```

Results
* lowest unoccupied orbital energy: 2.75 eV
* total charge: -1
* HOMO: -6.92 eV
* orbital gap: 9.67 eV

It turns out *w* is the most stable, with the second structure 84.3 kcal/mol higher.